Entry one
Here is a cluster of 2 separate species, C5H15N2 in total from the OMol25 dataset. Energies are from ωB97M-V/def2-TZVPD.

Summary:
E_LUMO = -2.866 eV
total charge = +1
multiplicity = 1

The geometry in XYZ format:
```
22
C5H15N2 ωB97M-V/def2-TZVPD
C -1.23 -0.08 1.92
C -0.93 -1.39 2.00
N -1.47 -2.37 1.16
H -2.07 0.25 1.33
H -0.78 0.63 2.60
H -0.23 -1.74 2.75
H -2.04 -2.02 0.41
H -1.96 -3.08 1.70
C -0.58 1.99 -1.50
C 0.45 0.87 -1.68
N 0.99 0.42 -0.36
C 2.15 -0.52 -0.46
H -0.09 2.80 -0.96
H -0.82 2.41 -2.47
H -1.42 1.61 -0.93
H 0.06 -0.01 -2.18
H 1.29 1.26 -2.25
H 0.24 -0.04 0.17
H 1.23 1.21 0.24
H 1.83 -1.36 -1.08
H 2.45 -0.85 0.53
H 2.96 0.01 -0.95
```



Entry two
Here is the ion C5H15N2 with charge +1 from the OMol25 dataset. Energies are from ωB97M-V/def2-TZVPD.

Summary:
E_LUMO = -3.480 eV
total charge = +1
SMILES = C[C@@H]([NH3+])CCCN
multiplicity = 1

The geometry in XYZ format:
```
22
C5H15N2 ωB97M-V/def2-TZVPD
C -1.16 -0.66 2.53
C -0.80 -0.28 1.10
C 0.63 0.09 0.82
C 0.85 0.55 -0.68
C 0.68 -0.60 -1.74
N 1.52 -0.41 -2.97
N -1.58 1.18 0.81
H -0.40 -0.30 3.29
H -2.06 -0.17 2.95
H -1.07 -1.81 2.67
H -1.19 -0.70 0.23
H 1.27 0.55 1.57
H 1.10 -0.98 0.95
H 0.24 1.45 -1.00
H 1.91 1.16 -0.79
H -0.40 -0.88 -2.04
H 0.82 -1.52 -1.25
H 2.07 -1.26 -3.26
H 2.19 0.24 -2.69
H -0.97 1.87 1.26
H -1.73 1.28 -0.27
H -2.48 1.10 1.26
```



Entry three
Here is a cluster of 2 separate species, C5H15N2 in total from the OMol25 dataset. Energies are from ωB97M-V/def2-TZVPD.

Summary:
E_LUMO = -4.226 eV
total charge = +1
multiplicity = 1

The geometry in XYZ format:
```
22
C5H15N2 ωB97M-V/def2-TZVPD
C 0.96 0.47 -1.67
C -1.49 0.03 -1.63
C 1.61 -0.55 1.46
C -0.71 -0.93 2.04
C -0.35 0.84 -1.20
N -0.59 1.90 -0.46
N 0.21 -0.64 0.92
H 1.33 0.74 -2.64
H 1.76 0.68 -1.00
H 0.87 -0.57 -1.90
H -1.40 -0.48 -2.59
H -1.71 -0.79 -0.96
H -2.43 0.57 -1.53
H 2.32 -0.83 0.55
H 1.80 0.55 1.57
H 1.89 -1.23 2.40
H -1.60 -1.15 1.53
H -0.29 -1.73 2.61
H -0.99 0.02 2.57
H -1.52 2.24 -0.34
H 0.23 2.32 -0.02
H 0.11 -1.45 0.30
```



Result of the stability comparison: entry two is the least stable of them.



Entry one
Here is a structure of composition C3H2Br2O from the OMol25 dataset. Energies are from ωB97M-V/def2-TZVPD.

Summary:
E_LUMO = -1.403 eV
multiplicity = 1

The geometry in XYZ format:
```
8
C3H2Br2O ωB97M-V/def2-TZVPD
C 0.78 1.09 1.05
C -0.13 0.32 0.93
C -2.13 0.04 -0.29
O -1.68 0.17 -1.52
Br -2.93 -1.67 0.13
Br -3.28 1.35 0.25
H 1.79 1.44 1.44
H -0.84 -0.42 -1.78
```



Entry two
Here is a structure of composition C3H2Br2O from the OMol25 dataset. Energies are from ωB97M-V/def2-TZVPD.

Summary:
E_LUMO (spin up / spin down) = -2.669 / -2.792 eV
multiplicity = 1

The geometry in XYZ format:
```
8
C3H2Br2O ωB97M-V/def2-TZVPD
C -2.27 0.67 1.39
C -1.15 0.22 1.12
C 1.47 -0.27 -0.49
O 0.81 -0.07 -1.73
Br 2.41 1.31 0.05
Br 2.09 -1.87 0.11
H -3.34 0.61 1.46
H -0.03 -0.59 -1.91
```



Result of the stability comparison: entry two is the least stable of them.



Entry one
Here is an isolated molecule of C6H8NO2PS from the OMol25 dataset. Energies are from ωB97M-V/def2-TZVPD.

Summary:
E_LUMO = -0.073 eV
SMILES = CCOC(=O)c1scnc1P
multiplicity = 1

The geometry in XYZ format:
```
19
C6H8NO2PS ωB97M-V/def2-TZVPD
C -3.35 1.42 0.12
C -1.18 0.32 0.41
C -2.36 -0.56 0.05
C 0.13 -0.32 0.42
C 3.37 0.85 0.29
C 2.34 -0.05 -0.42
N -3.44 0.17 -0.03
O 0.39 -1.45 0.78
O 1.00 0.46 -0.25
P -2.26 -2.31 0.05
S -1.76 1.96 0.44
H -4.14 2.15 -0.11
H 2.94 1.91 0.47
H 3.67 0.39 1.25
H 4.28 1.19 -0.31
H 2.30 -1.16 -0.18
H 2.64 0.01 -1.54
H -1.13 -2.32 -0.85
H -3.46 -2.66 -0.61
```



Entry two
Here is an isolated molecule of C6H8NO2PS from the OMol25 dataset. Energies are from ωB97M-V/def2-TZVPD.

Summary:
E_LUMO = 0.059 eV
SMILES = CC(C)(OP=O)c1cscn1
multiplicity = 1

The geometry in XYZ format:
```
19
C6H8NO2PS ωB97M-V/def2-TZVPD
C -1.19 1.68 0.38
C -3.05 0.31 -0.41
C -0.86 0.41 -0.04
C 0.59 -1.20 -1.25
C 0.75 -0.92 1.29
C 0.51 -0.24 -0.06
N -1.93 -0.31 -0.44
O 3.57 2.01 0.05
O 1.46 0.86 -0.25
P 3.02 0.70 0.17
S -2.83 1.96 0.26
H -0.38 2.11 0.96
H -4.01 0.04 -0.87
H 1.49 -1.10 -1.84
H 0.70 -2.21 -0.92
H -0.24 -1.03 -1.90
H 1.65 -1.33 1.28
H -0.13 -1.51 1.45
H 0.88 -0.23 2.12
```



Result of the stability comparison: entry one is the least stable of them.



Entry one
Here is a cluster of 2 separate species, C3H10N in total from the OMol25 dataset. Energies are from ωB97M-V/def2-TZVPD.

Summary:
E_LUMO (spin up / spin down) = -7.308 / -6.588 eV
total charge = +1
multiplicity = 1

The geometry in XYZ format:
```
14
C3H10N ωB97M-V/def2-TZVPD
C 1.05 -0.86 0.19
C -1.34 -0.46 0.19
C 0.29 1.38 0.08
N -0.01 -0.05 -0.25
H 0.78 -1.31 1.21
H 0.99 -1.77 -0.29
H 2.06 -0.50 0.15
H -1.94 0.41 0.09
H -1.78 -1.27 -0.31
H -1.29 -0.59 1.24
H 1.14 1.56 -0.61
H -0.47 1.91 -0.49
H 0.37 1.53 1.14
H 0.18 0.22 -2.09
```



Entry two
Here is a cluster of 2 separate species, C3H10N in total from the OMol25 dataset. Energies are from ωB97M-V/def2-TZVPD.

Summary:
E_LUMO = -5.586 eV
total charge = +1
multiplicity = 1

The geometry in XYZ format:
```
14
C3H10N ωB97M-V/def2-TZVPD
C 3.59 0.50 5.36
H 3.21 -0.24 6.07
H 4.03 1.30 5.95
H 2.74 1.04 4.95
H 4.24 0.03 4.65
C -1.25 -0.96 -3.47
C -3.06 0.26 -2.51
N -1.82 0.11 -2.58
H -1.06 -0.47 -4.42
H -2.02 -1.70 -3.58
H -0.28 -1.31 -3.12
H -3.76 -0.26 -3.16
H -3.50 0.99 -1.84
H -1.05 0.71 -2.28
```



Result of the stability comparison: entry one is the least stable of them.



Entry one
Here is a structure of composition C2H2ClNO2 from the OMol25 dataset. Energies are from ωB97M-V/def2-TZVPD.

Summary:
E_LUMO (spin up / spin down) = 0.017 / 0.017 eV
multiplicity = 1

The geometry in XYZ format:
```
8
C2H2ClNO2 ωB97M-V/def2-TZVPD
C 1.57 -0.67 0.16
C 0.04 -0.32 0.10
N 1.82 -1.86 -0.14
O -0.57 -1.56 0.49
O 0.19 -2.49 -0.19
Cl 2.75 0.49 0.06
H -0.25 0.59 0.78
H -0.26 -0.01 -0.89
```



Entry two
Here is a cluster of 2 separate species, C2H2ClNO2 in total from the OMol25 dataset. Energies are from ωB97M-V/def2-TZVPD.

Summary:
E_LUMO (spin up / spin down) = -0.606 / -0.604 eV
SMILES = O=C=CCl.N=O
multiplicity = 1

The geometry in XYZ format:
```
8
C2H2ClNO2 ωB97M-V/def2-TZVPD
C 0.75 0.44 -0.34
C 1.69 -0.47 -0.67
N -2.11 0.06 0.79
O 0.14 1.41 -0.20
O -2.73 -0.82 0.21
Cl 3.14 -0.20 0.36
H -2.38 1.07 0.75
H 1.51 -1.48 -0.90
```



Entry three
Here is a cluster of 2 separate species, C2H2ClNO2 in total from the OMol25 dataset. Energies are from ωB97M-V/def2-TZVPD.

Summary:
E_LUMO = -0.194 eV
SMILES = C#[N+][O-].O=CCl
multiplicity = 1

The geometry in XYZ format:
```
8
C2H2ClNO2 ωB97M-V/def2-TZVPD
C 0.28 -1.30 -0.17
C -0.10 1.08 0.45
N -0.42 1.77 -0.41
O 1.35 -1.09 -0.58
O -0.76 2.26 -1.40
Cl 0.03 -2.01 1.42
H 0.35 0.90 1.31
H -0.73 -1.62 -0.62
```



Result of the stability comparison: entry one is the least stable of them.